Molecular formula: C5H5NO2
Method: DFT, the ωB97M-V functional and the def2-TZVPD basis

Structure (XYZ):
```
13
Properties=species:S:1:pos:R:3:forces:R:3
C -2.08787 -0.34127 0.14749 1.550 -2.994 -2.909
C -0.74766 0.44159 -0.30774 -1.781 -4.031 -0.468
C 1.20890 1.09943 -0.32226 3.790 -0.279 1.934
C 1.81613 -0.75620 -0.09638 -2.441 -1.835 4.512
C 0.51983 -0.07256 -0.65361 -0.286 1.121 1.432
H -2.32066 -0.06418 1.17785 0.104 -0.147 -0.237
H -3.30367 -0.47378 -0.53387 4.481 0.695 1.854
H -1.35134 -1.44358 0.07506 -3.367 2.621 0.640
H 1.58285 -1.29873 1.05515 0.569 1.335 -3.429
H 2.29970 -1.49669 -0.69571 0.771 0.127 -0.543
N 0.63678 2.19595 0.04654 -0.583 -0.578 -0.644
O -0.69893 1.69709 -0.11329 -1.003 3.423 0.549
O 2.44594 0.51292 0.22076 -1.806 0.541 -2.692
```
Forces are in eV/Å.

Calculated values
Gap between HOMO and LUMO in eV: 10.11
Net charge: 0
Energy relative to the best compared isomer or geometry (same formula, charge and spin) in kcal per mole: 183.8
E_LUMO in eV: 0.4

Taken from the Mulliken analysis, the atomic charges in e are: -0.783, 0.345, 0.326, -0.249, 0.067, 0.283, 0.259, 0.218, 0.199, 0.321, -0.499, -0.140, -0.348

***

Molecular formula: C5H5NO2
Method: DFT, the ωB97M-V functional and the def2-TZVPD basis

Structure (XYZ):
```
13
Properties=species:S:1:pos:R:3:forces:R:3
C 1.84671 -0.78459 2.53534 -0.081 -0.044 -0.105
C 1.14603 -0.58572 1.58072 0.259 -0.279 0.369
C 0.31171 -0.37320 0.44589 -0.256 0.481 -0.380
O -0.21002 -1.49336 -0.16964 0.631 -0.188 0.860
C 0.06135 0.87181 0.01652 0.009 -0.001 0.013
C -0.77547 1.27477 -1.13612 -0.295 0.481 -0.431
N -1.36493 0.28796 -1.85079 -0.121 -0.671 -0.112
O -0.92129 2.45705 -1.42191 0.155 -0.350 0.235
H 2.46878 -0.95908 3.38270 -0.043 0.034 -0.061
H 0.11770 -2.26604 0.32747 -0.279 0.340 -0.399
H 0.49439 1.72419 0.53307 -0.011 -0.355 0.011
H -1.94117 0.53247 -2.64226 0.154 0.083 0.200
H -1.23379 -0.68625 -1.60101 -0.123 0.469 -0.200
```
Forces are in eV/Å.

Calculated values
Gap between HOMO and LUMO in eV: 9.72
Net charge: 0
SMILES: C#C/C(O)=C/C(N)=O
Energy relative to the best compared isomer or geometry (same formula, charge and spin) in kcal per mole: 48.6
E_LUMO in eV: 0.3

Taken from the Mulliken analysis, the atomic charges in e are: 0.365, -0.718, 0.501, -0.578, -0.602, 0.350, -0.323, -0.638, 0.436, 0.363, 0.373, 0.184, 0.288

***

Molecular formula: C5H5NO2
Method: DFT, the ωB97M-V functional and the def2-TZVPD basis

Structure (XYZ):
```
13
Properties=species:S:1:pos:R:3:forces:R:3
C 0.16481 1.75662 0.49155 -0.906 0.025 0.516
C 1.20109 1.12623 -0.00843 -0.854 -4.605 0.372
C 0.68926 -0.43273 0.08932 6.423 0.342 3.801
O 0.97345 -1.70953 -0.64062 -3.178 3.140 0.331
N -0.44708 -2.15762 -0.75791 1.785 -2.162 1.565
C -1.25228 -1.45336 -0.03278 0.661 0.446 -3.887
C -0.61233 -0.07811 -0.15751 -6.564 -0.252 1.532
O -1.00528 1.00300 0.84483 2.988 -0.453 -3.691
H 0.15587 2.79747 0.49761 -0.590 1.670 0.891
H 2.21281 1.31095 -0.00716 1.840 1.235 -0.536
H 0.83320 -0.63711 1.27874 -0.337 -0.024 -2.628
H -2.22607 -1.77974 -0.37766 -0.667 0.333 0.896
H -0.68746 0.25393 -1.21998 -0.601 0.303 0.839
```
Forces are in eV/Å.

Calculated values
Gap between HOMO and LUMO in eV: 10.32
Net charge: 0
SMILES: C1=C[C@@H]2ON=C[C@H]2O1
Energy relative to the best compared isomer or geometry (same formula, charge and spin) in kcal per mole: 161.2
E_LUMO in eV: 0.4

Taken from the Mulliken analysis, the atomic charges in e are: -0.159, -0.702, 0.302, -0.256, -0.217, -0.389, 0.246, -0.392, 0.442, 0.386, 0.197, 0.315, 0.228

***

Molecular formula: C5H5NO2
Method: DFT, the ωB97M-V functional and the def2-TZVPD basis

Structure (XYZ):
```
13
Properties=species:S:1:pos:R:3:forces:R:3
C 1.18962 -0.16256 -0.28315 -4.512 0.702 0.385
C -0.23236 1.70822 -0.00626 1.317 4.890 1.594
C -0.97578 0.63137 -0.23903 0.446 0.174 -1.504
C -1.46793 -1.16709 0.01537 0.117 -4.808 1.551
C -0.16880 -0.53871 -0.56860 -0.024 1.802 1.730
H 1.99521 -2.01410 0.21260 0.747 5.211 -0.764
H 1.92784 1.87270 -0.17966 -1.669 -0.958 0.223
H -0.21447 2.89763 0.39961 -0.950 -3.726 -1.379
H -1.95637 -2.26135 -0.52561 0.978 3.764 1.472
H -1.21145 -1.42100 1.15691 -0.968 0.272 -2.395
N 1.07541 1.25822 -0.08364 4.035 -2.002 -0.292
O 2.25838 -0.90871 0.08720 -0.501 -3.806 -0.004
O -2.21929 0.10537 0.01427 0.984 -1.516 -0.616
```
Forces are in eV/Å.

Calculated values
Gap between HOMO and LUMO in eV: 7.88
Net charge: 0
Energy relative to the best compared isomer or geometry (same formula, charge and spin) in kcal per mole: 142.2
E_LUMO in eV: 0.2

Taken from the Mulliken analysis, the atomic charges in e are: 0.216, -0.787, 0.670, -0.201, -0.183, 0.395, 0.255, 0.246, 0.239, 0.205, -0.044, -0.599, -0.410

***

Molecular formula: C5H5NOS
Method: DFT, the ωB97M-V functional and the def2-TZVPD basis

Structure (XYZ):
```
13
Properties=species:S:1:pos:R:3:forces:R:3
C -1.21922 -0.22267 -0.02613 -0.816 -0.495 -1.652
C -0.26794 0.16890 1.01199 0.059 1.315 1.673
C -0.19359 0.39037 -1.01391 -0.478 -1.140 0.033
C 1.00986 -0.55632 -0.74137 -1.057 1.215 0.134
C 0.96119 -0.68742 0.71471 0.727 1.861 0.550
H -0.63025 0.39194 2.04367 0.511 -0.349 -0.807
H -0.90773 1.99933 0.15921 1.011 -0.726 -0.247
H -0.37450 0.70250 -2.05939 -0.133 -0.101 0.789
H 1.88159 -0.46145 -1.34068 0.699 -0.429 -0.240
H 1.88043 -0.66102 1.30278 -0.461 -0.298 0.090
N -0.04587 1.40066 0.08936 -0.219 0.450 0.662
O 0.65519 -1.76523 -0.08432 0.164 -1.464 -0.963
S -2.74915 -0.69960 -0.05593 -0.006 0.161 -0.022
```
Forces are in eV/Å.

Calculated values
Gap between HOMO and LUMO in eV: 8.91
Net charge: 0
Energy relative to the best compared isomer or geometry (same formula, charge and spin) in kcal per mole: 92.4
E_LUMO in eV: 0.3

Taken from the Mulliken analysis, the atomic charges in e are: -0.275, 0.119, 0.044, -0.364, -0.248, 0.439, 0.329, 0.473, 0.447, 0.413, -0.617, -0.440, -0.320

***

Molecular formula: C5H5NOS
Method: DFT, the ωB97M-V functional and the def2-TZVPD basis

Structure (XYZ):
```
13
Properties=species:S:1:pos:R:3:forces:R:3
C -0.45843 0.24881 0.18061 -3.192 1.495 -1.219
C 1.95386 0.39050 -0.00166 3.852 -2.873 -2.658
C 2.47475 -0.93005 -0.23680 -1.330 4.272 1.036
C -1.52048 1.26621 -0.01124 -0.390 0.820 -0.071
C -2.42612 2.04946 -0.20446 4.034 -3.406 0.618
H -2.25735 -2.75879 1.03007 -0.129 2.973 -2.768
H 2.47260 1.35399 -0.31988 -0.087 -1.622 0.980
H 1.65091 -1.65032 -0.10708 1.170 -0.368 -0.074
H 3.60678 -1.09800 -0.45774 -2.623 0.293 0.343
H -3.17364 2.68967 -0.11214 -2.884 2.480 -0.101
N -0.73285 -0.95588 0.11056 1.395 -2.128 0.425
O 0.70041 0.77808 0.26806 1.546 1.928 0.877
S -2.29045 -1.38369 -0.13829 -1.362 -3.863 2.610
```
Forces are in eV/Å.

Calculated values
Gap between HOMO and LUMO in eV: 8.35
Net charge: 0
Energy relative to the best compared isomer or geometry (same formula, charge and spin) in kcal per mole: 156.8
E_LUMO in eV: -0.2

Taken from the Mulliken analysis, the atomic charges in e are: 0.619, 0.005, -0.640, -0.970, 0.299, 0.130, 0.300, 0.326, 0.241, 0.559, -0.339, -0.351, -0.179

***

Molecular formula: C5H5NS
Method: DFT, the ωB97M-V functional and the def2-TZVPD basis

Structure (XYZ):
```
12
Properties=species:S:1:pos:R:3:forces:R:3
S 2.92904 0.08605 -0.00144 -0.501 -0.089 -0.045
C 1.41988 -0.80463 0.00114 0.768 1.301 0.133
C 0.17020 -0.31460 0.02160 0.174 -0.156 -0.302
C -0.37457 1.03829 -0.00634 -0.350 0.055 0.135
C -1.71930 0.86844 0.00716 1.044 -0.603 -0.077
N -2.12555 -0.48822 -0.01535 0.929 -0.238 0.152
C -1.01444 -1.16500 0.00268 -0.967 -1.315 -0.086
H 2.36657 1.29544 -0.01907 0.071 0.212 0.003
H 1.67797 -1.83268 0.01717 -0.422 -1.027 -0.006
H 0.14491 1.99277 -0.02959 -0.062 -0.349 0.084
H -2.45536 1.61680 0.04637 -0.794 0.819 -0.067
H -1.01935 -2.29268 -0.02435 0.109 1.391 0.074
```
Forces are in eV/Å.

Calculated values
Gap between HOMO and LUMO in eV: 8.43
Net charge: 0
SMILES: S/C=C1\C=CN=C1
Energy relative to the best compared isomer or geometry (same formula, charge and spin) in kcal per mole: 23.8
E_LUMO in eV: -0.5

Taken from the Mulliken analysis, the atomic charges in e are: -0.126, -0.215, 0.986, -0.498, -0.395, -0.580, -0.610, 0.102, 0.308, 0.257, 0.450, 0.320

***

Molecular formula: C5H5O2
Method: DFT, the ωB97M-V functional and the def2-TZVPD basis

Structure (XYZ):
```
12
Properties=species:S:1:pos:R:3:forces:R:3
C 1.42199 0.63732 0.41617 -0.174 -1.180 -0.882
C 0.52492 1.62893 -0.11981 1.852 2.146 0.527
C -1.18929 -1.43822 -0.97869 1.480 0.558 -2.401
C 0.42163 -0.44784 0.24133 0.910 0.352 2.637
C -0.21456 0.95693 0.74353 -0.350 -2.526 -0.990
O 0.00972 -0.69397 -1.03430 -0.821 -1.099 -0.182
O -1.73459 -1.71057 0.00348 -1.214 -0.390 2.533
H 2.42841 0.59493 0.93165 -1.417 0.551 -0.491
H 0.57872 2.62771 -0.55068 0.037 -0.319 0.037
H -1.48824 -1.71501 -1.96840 -0.059 -0.064 -0.861
H 0.31818 -1.30895 0.97545 0.438 1.151 -1.068
H -1.07690 0.86874 1.34028 -0.683 0.821 1.141
```
Forces are in eV/Å.

Calculated values
Gap between HOMO and LUMO in eV: 10.10
Net charge: +1
Energy relative to the best compared isomer or geometry (same formula, charge and spin) in kcal per mole: 39.5
E_LUMO in eV: -5.5

Taken from the Mulliken analysis, the atomic charges in e are: -0.184, -0.177, 0.086, 0.027, -0.266, -0.309, -0.360, 0.355, 0.414, 0.410, 0.475, 0.526

***

Molecular formula: C5H6
Method: DFT, the ωB97M-V functional and the def2-TZVPD basis

Structure (XYZ):
```
11
Properties=species:S:1:pos:R:3:forces:R:3
C 1.00286 -0.67437 0.69867 -0.786 1.011 0.093
C 1.78173 -1.57361 1.13343 0.204 -0.245 0.106
C 1.07908 0.26812 -0.51606 3.192 2.700 0.163
C -0.07438 0.26658 0.30589 -1.448 1.437 1.333
C -1.46185 -0.20009 -0.20423 2.412 -2.738 1.278
H 1.84427 1.12401 -0.49956 -1.179 -1.277 0.663
H 1.18826 -0.15732 -1.46451 -0.677 -1.046 -1.366
H -0.30291 1.93294 1.36576 0.521 -3.167 -1.815
H -1.29826 -0.78170 -1.19808 -0.554 1.282 1.602
H -1.93660 0.73509 -0.22417 -1.621 0.654 -0.606
H -1.82220 -0.93967 0.60286 -0.065 1.389 -1.452
```
Forces are in eV/Å.

Calculated values
Gap between HOMO and LUMO in eV: 8.52
Net charge: 0
Energy relative to the best compared isomer or geometry (same formula, charge and spin) in kcal per mole: 183.3
E_LUMO in eV: -1.2

Taken from the Mulliken analysis, the atomic charges in e are: 0.304, -0.275, -0.661, -0.028, -0.846, 0.201, 0.248, 0.206, 0.281, 0.322, 0.247

***

Question: Look up the E_LUMO of the ninth one.
Answer: -1.2 eV